1) Entry from the OMol25 dataset: a single C25H26N2O4S molecule (wB97M-V/def2-TZVPD).

- LUMO energy (eV) = 0.107
- HOMO-LUMO gap (eV) = 8.0520
- SMILES string = COc1ccc(CN(Cc2ccc(C(=O)O)cc2)C(=S)Nc2ccccc2C)cc1OC
- charge = 0

XYZ file:
```
58
C25H26N2O4S | the OMol25 dataset | wB97M-V/def2-TZVPD
C 4.89325 4.90889 -1.91020
O 4.04130 4.15504 -2.74316
C 3.55541 2.94345 -2.35157
C 2.91975 2.23433 -3.36623
C 2.35158 0.99441 -3.14737
C 2.41926 0.42278 -1.88863
C 1.78348 -0.90573 -1.57778
N 0.59656 -0.73972 -0.75266
C -0.51774 -0.06289 -1.38480
C -1.80017 -0.86234 -1.38437
C -1.77255 -2.25294 -1.39645
C -2.94721 -2.97874 -1.39145
C -4.17229 -2.31733 -1.38203
C -5.45723 -3.05098 -1.37236
O -6.54258 -2.52594 -1.35137
O -5.30969 -4.38395 -1.38964
C -4.20503 -0.92443 -1.38209
C -3.02774 -0.20521 -1.38057
C 0.61745 -1.02607 0.57719
S 2.00011 -1.56375 1.32107
N -0.54478 -0.81666 1.24543
C -0.91328 -1.13272 2.55922
C -0.34623 -2.18433 3.26867
C -0.76947 -2.46813 4.55375
C -1.77187 -1.71689 5.13841
C -2.35512 -0.68460 4.42390
C -1.94474 -0.37640 3.13716
C -2.60214 0.74486 2.38302
C 3.05010 1.12040 -0.86612
C 3.61763 2.37017 -1.06540
O 4.22959 3.07343 -0.05981
C 4.35316 2.46849 1.20524
H 5.20467 5.75777 -2.51916
H 5.77292 4.33602 -1.60913
H 4.37603 5.26986 -1.01911
H 2.88617 2.69404 -4.34121
H 1.87557 0.47253 -3.96485
H 2.47937 -1.53749 -1.02082
H 1.49353 -1.41828 -2.50016
H -0.68713 0.92200 -0.92517
H -0.22509 0.12877 -2.42113
H -0.82273 -2.76614 -1.39811
H -2.92378 -4.05669 -1.39384
H -6.18073 -4.81032 -1.38056
H -5.16332 -0.42794 -1.37818
H -3.05508 0.87559 -1.37829
H -1.27917 -0.34824 0.73608
H 0.42738 -2.78029 2.81615
H -0.31455 -3.28492 5.09312
H -2.10410 -1.93370 6.14233
H -3.14547 -0.10191 4.87536
H -3.29134 1.27739 3.03307
H -1.86361 1.45821 2.01555
H -3.17341 0.36353 1.53317
H 3.09195 0.65804 0.10625
H 3.37663 2.27922 1.66168
H 4.90151 3.18508 1.81518
H 4.91506 1.53139 1.15277
```

Atomic partial charges in e from the Löwdin method, atoms 1 to 5: C -0.076; O -0.070; C -0.198; C 0.001; C -0.053

2) Entry from the OMol25 dataset: a single C25H26N2O4S molecule (wB97M-V/def2-TZVPD).

- LUMO energy (eV) = -0.827
- HOMO-LUMO gap (eV) = 7.7385
- SMILES string = O=[N+]([O-])c1ccc([C@H]([C@@H](c2ccccc2)N2CCCCC2)S(=O)(=O)c2ccccc2)cc1
- charge = 0

XYZ file:
```
58
C25H26N2O4S | the OMol25 dataset | wB97M-V/def2-TZVPD
O -0.20186 -4.38274 5.48335
N 0.39273 -3.30825 5.23516
O 1.14717 -2.73664 6.06110
C 0.23037 -2.69127 3.95864
C 0.96542 -1.53478 3.66428
C 0.87543 -0.95999 2.40317
C 0.01421 -1.46190 1.40700
C 0.17102 -0.92131 0.00724
C -0.23716 0.47320 -0.30640
C -1.73238 0.85035 -0.19533
C -2.09664 2.15936 0.12297
C -3.44441 2.52549 0.17030
C -4.44099 1.60400 -0.16864
C -4.07157 0.32466 -0.58091
C -2.72682 -0.03994 -0.59400
N 0.65216 1.51577 0.28177
C 1.78539 1.89250 -0.53226
C 2.20109 3.36127 -0.41440
C 2.20294 3.87073 1.02217
C 0.89377 3.54524 1.73298
C 0.52612 2.05405 1.62000
S -0.25574 -2.44810 -1.16378
O -1.69226 -2.66812 -1.29344
O 0.56218 -3.52885 -0.65903
C 0.30596 -2.10150 -2.83731
C -0.41603 -1.27753 -3.70642
C 0.13723 -0.98756 -4.96111
C 1.36810 -1.53802 -5.33555
C 2.01695 -2.43723 -4.48235
C 1.46581 -2.75585 -3.24159
C -0.79966 -2.56376 1.76340
C -0.63166 -3.21674 2.97708
H 1.61678 -1.12840 4.43422
H 1.56449 -0.15502 2.14624
H 1.23907 -0.95289 -0.29371
H -0.04177 0.57444 -1.39023
H -1.31267 2.88565 0.32653
H -3.70059 3.54243 0.45737
H -5.49513 1.86439 -0.11102
H -4.80271 -0.41133 -0.91876
H -2.46183 -1.02636 -0.95581
H 1.52244 1.69415 -1.58306
H 2.65720 1.24469 -0.30913
H 1.50557 3.96186 -1.01809
H 3.18960 3.48070 -0.87278
H 3.04859 3.44597 1.57318
H 2.34850 4.95317 1.01817
H 0.96303 3.81363 2.79505
H 0.07781 4.14586 1.31570
H -0.49140 1.88705 2.00726
H 1.20166 1.54350 2.32393
H -1.38783 -0.87345 -3.41023
H -0.40182 -0.32455 -5.63935
H 1.82249 -1.27088 -6.29246
H 2.95926 -2.90104 -4.76723
H 1.92561 -3.48923 -2.57801
H -1.56736 -2.97222 1.10645
H -1.14584 -4.14863 3.19765
```

Atomic partial charges in e from the Löwdin method, atoms 1 to 5: O 0.061; N -0.314; O 0.047; C -0.153; C 0.026

Ranked by calculated energy, most stable first: 1), 2).

1) Entry from the OMol25 dataset: a single C2H2ClP molecule (wB97M-V/def2-TZVPD).

- LUMO energy (eV) = -0.931
- HOMO-LUMO gap (eV) = 8.4541
- SMILES string = Cl[C@@H]1C=P1
- charge = 0

XYZ file:
```
6
C2H2ClP | the OMol25 dataset | wB97M-V/def2-TZVPD
Cl 0.43170 1.25161 -1.46617
C 0.26340 0.47824 0.19933
C -0.09873 -0.93005 0.23541
P -1.56914 -0.03380 0.67034
H 0.86316 0.95569 0.82463
H 0.10962 -1.72169 -0.46353
```

Atomic partial charges in e from the Löwdin method, atoms 1 to 5: Cl 0.429; C -0.915; C -0.433; P 0.911; H -0.026

2) Entry from the OMol25 dataset: 2 unconnected molecules or ions with the total composition C2H2ClP (wB97M-V/def2-TZVPD).

- LUMO energy (alpha / beta) (eV) = -1.102 / -1.054
- HOMO-LUMO gap (alpha / beta) (eV) = 6.9506 / 7.0475
- charge = 0

XYZ file:
```
6
C2H2ClP | the OMol25 dataset | wB97M-V/def2-TZVPD
C 0.39790 -0.96820 1.13763
C -0.33610 -0.21006 1.60329
P -0.33467 0.30636 -2.62816
Cl 0.19606 2.12652 -2.91300
H 1.25196 -1.51828 0.89331
H -1.17515 0.26366 1.90693
```

Atomic partial charges in e from the Löwdin method, atoms 1 to 5: C -0.018; C -0.005; P 0.063; Cl -0.045; H 0.013

Ranked by calculated energy, most stable first: 1), 2).

1) Entry from the OMol25 dataset: 3 unconnected molecules or ions with the total composition C4H12O2 (wB97M-V/def2-TZVPD).

- LUMO energy (eV) = 0.836
- HOMO-LUMO gap (eV) = 9.4944
- SMILES string = C=C(C)C.O.O
- charge = 0

XYZ file:
```
18
C4H12O2 | the OMol25 dataset | wB97M-V/def2-TZVPD
C 0.44241 -0.35903 0.23391
C -0.18101 -1.24613 -0.63209
C -0.33533 -0.69053 -2.03780
C -0.66095 -2.59329 -0.26361
H 0.69257 -0.79254 1.22622
H -0.03628 0.61115 -0.02328
H 0.39483 -0.85084 -2.71873
H -0.82711 0.34661 -2.01753
H -1.14833 -1.37725 -2.31845
H -1.16717 -2.79195 0.70643
H 0.20080 -3.22989 -0.15777
H -1.17451 -3.02208 -1.12447
O 5.06706 0.78393 1.48946
H 5.39210 0.51767 2.37400
H 4.08301 0.88070 1.48725
O -3.42149 4.51248 1.55638
H -4.33689 4.30731 1.33993
H -2.98371 4.99370 0.88015
```

Atomic partial charges in e from the Löwdin method, atoms 1 to 5: C 0.005; C -0.419; C -0.072; C -0.082; H 0.058

2) Entry from the OMol25 dataset: 2 unconnected molecules or ions with the total composition C4H12O2 (wB97M-V/def2-TZVPD).

- LUMO energy (eV) = 0.902
- HOMO-LUMO gap (eV) = 11.0754
- SMILES string = CCCCO.O
- charge = 0

XYZ file:
```
18
C4H12O2 | the OMol25 dataset | wB97M-V/def2-TZVPD
C 0.55880 -2.55080 0.46043
C 0.00538 -1.46271 -0.60147
C 0.34479 -0.01434 -0.31306
C 0.36171 0.93570 -1.49611
O 0.90594 2.18505 -0.97440
H 1.55311 -2.86605 0.09240
H -0.18617 -3.35588 0.40147
H 0.61225 -2.19856 1.47792
H 0.27102 -1.87168 -1.57963
H -1.09915 -1.48599 -0.59211
H -0.21480 0.45748 0.43131
H 1.34667 0.11498 0.18471
H -0.61437 1.18979 -2.09031
H 1.04198 0.76015 -2.43304
H 0.65640 2.92149 -1.47236
O -1.92840 0.69658 2.51072
H -1.58222 1.20887 3.15271
H -1.22910 0.62531 1.83762
```

Atomic partial charges in e from the Löwdin method, atoms 1 to 5: C -0.084; C -0.228; C -0.223; C -0.248; O -0.094

Ranked by calculated energy, most stable first: 2), 1).